# 1
{
  "formula": "C53H80BrClF21N2O17P",
  "method": "wB97M-V/def2-TZVPD",
  "smiles": "CC[C@@](CCCCl)(NN)[C@@](C[C@H](C)Br)(OC[C@H](C)C(C)C)O[C@@H](Cc1ccccc1C)[PH2]=O.CCOC(=O)C(F)(F)F.CCOC(=O)C(F)(F)F.CCOC(=O)C(F)(F)F.CCOC(=O)C(F)(F)F.CCOC(=O)C(F)(F)F.CCOC(=O)C(F)(F)F.CCOC(=O)C(F)(F)F",
  "orbital_gap_ev": 9.046,
  "molar_mass_g_mol": 1562.51,
  "energy_ha": -8928.84062,
  "spin_multiplicity": 1,
  "homo_energy_ev": -8.89,
  "symbols": ["C", "C", "C", "C", "C", "C", "Cl", "N", "N", "C", "C", "C", "C", "Br", "O", "C", "C", "C", "C", "C", "C", "O", "C", "C", "C", "C", "C", "C", "C", "C", "C", "P", "O", "H", "H", "H", "H", "H", "H", "H", "H", "H", "H", "H", "H", "H", "H", "H", "H", "H", "H", "H", "H", "H", "H", "H", "H", "H", "H", "H", "H", "H", "H", "H", "H", "H", "H", "H", "H", "H", "H", "H", "H", "H", "H", "H", "H", "H", "C", "C", "O", "C", "O", "C", "F", "F", "F", "H", "H", "H", "H", "H", "C", "C", "O", "C", "O", "C", "F", "F", "F", "H", "H", "H", "H", "H", "C", "C", "O", "C", "O", "C", "F", "F", "F", "H", "H", "H", "H", "H", "C", "C", "O", "C", "O", "C", "F", "F", "F", "H", "H", "H", "H", "H", "C", "C", "O", "C", "O", "C", "F", "F", "F", "H", "H", "H", "H", "H", "C", "C", "O", "C", "O", "C", "F", "F", "F", "H", "H", "H", "H", "H", "C", "C", "O", "C", "O", "C", "F", "F", "F", "H", "H", "H", "H", "H"],
  "positions_angstrom": [[-1.9591, -4.3061, -0.6196], [-1.5843, -2.7847, -0.5732], [0.0093, -2.4790, -0.5250], [0.0084, -1.2489, 0.5094], [1.3817, -0.6815, 0.9676], [2.1034, -1.5746, 2.0710], [2.4098, -0.6566, 3.6103], [0.6454, -3.5902, 0.1631], [1.1541, -4.6358, -0.6051], [0.4623, -2.1107, -1.9867], [1.9416, -2.3223, -2.4364], [3.0964, -2.3119, -1.3796], [4.0834, -1.0758, -1.4863], [4.3110, -3.8717, -1.7811], [-0.2852, -3.0433, -2.8332], [-0.5230, -2.5300, -4.1366], [-0.8318, -3.7966, -5.0721], [-0.2790, -5.1390, -4.4211], [-0.2364, -3.6122, -6.5159], [1.3394, -3.5660, -6.5511], [-0.9001, -2.3843, -7.2537], [-0.1541, -0.8502, -2.3008], [0.6697, 0.2930, -2.3389], [1.0198, 0.8164, -3.8219], [2.2978, 1.6932, -3.8805], [3.5758, 1.0102, -4.0852], [4.8304, 1.6795, -4.1949], [4.8805, 3.1217, -4.1060], [3.6365, 3.8194, -3.9058], [2.3580, 3.1365, -3.7960], [1.0799, 3.9955, -3.6299], [-0.3507, 1.7046, -1.5665], [0.4829, 2.5754, -0.6545], [-1.6266, -4.8022, 0.3210], [-3.0733, -4.3764, -0.7041], [-1.5009, -4.8206, -1.5014], [-2.0947, -2.1755, -1.3671], [-2.0875, -2.4163, 0.3680], [-0.4514, -1.6860, 1.4407], [-0.7339, -0.5138, 0.1315], [1.1649, 0.2780, 1.5156], [2.1124, -0.4032, 0.1820], [3.0964, -1.9121, 1.6851], [1.5011, -2.4753, 2.3341], [0.1752, -3.8697, 1.0185], [0.5716, -5.4729, -0.5358], [2.0953, -4.9034, -0.3119], [2.2752, -1.6471, -3.2733], [2.0013, -3.3336, -2.9139], [2.8201, -2.4771, -0.3235], [3.6103, -0.1078, -1.2082], [4.8689, -1.2719, -0.7050], [4.6321, -1.0591, -2.4548], [0.3470, -2.0262, -4.6186], [-1.4516, -1.9026, -4.2129], [-1.9374, -3.9240, -5.1558], [-0.2663, -5.9338, -5.2045], [0.7761, -5.0056, -4.0685], [-0.9378, -5.4050, -3.5660], [-0.5424, -4.5175, -7.1066], [1.7558, -3.9970, -7.4979], [1.8197, -4.0426, -5.6630], [1.6402, -2.4863, -6.5346], [-2.0110, -2.4525, -7.1317], [-0.4973, -1.4047, -6.9006], [-0.6742, -2.4776, -8.3488], [1.6170, 0.2902, -1.7582], [0.1675, 1.4727, -4.1418], [1.1510, -0.0121, -4.5514], [3.5247, -0.1009, -4.1696], [5.7758, 1.1132, -4.3501], [5.8532, 3.6336, -4.2204], [3.6997, 4.9292, -3.8691], [0.9341, 4.3011, -2.5694], [1.2612, 4.9395, -4.2020], [0.1845, 3.5307, -4.0988], [-1.4773, 1.2057, -0.8522], [-0.8851, 2.5579, -2.5882], [-3.9129, 8.4074, -1.9827], [-2.6417, 8.0779, -1.2281], [-1.6714, 7.4707, -2.0997], [-0.9423, 8.3102, -2.8401], [-1.0452, 9.5019, -2.8263], [0.0750, 7.5293, -3.6743], [-0.4687, 6.4412, -4.2558], [1.1026, 7.0968, -2.9203], [0.6037, 8.2662, -4.6572], [-4.3001, 7.5173, -2.4835], [-4.6716, 8.7904, -1.3079], [-3.7295, 9.1539, -2.7557], [-2.8555, 7.3482, -0.4470], [-2.2245, 8.9596, -0.7393], [9.6325, 0.5323, 0.8340], [8.6728, 1.1097, -0.1858], [8.9020, 0.5360, -1.4845], [8.3327, -0.6512, -1.7091], [7.6655, -1.2514, -0.9176], [8.6176, -1.1121, -3.1402], [9.9014, -0.9235, -3.4893], [7.8669, -0.4355, -4.0324], [8.3549, -2.4114, -3.3151], [10.6647, 0.6549, 0.5007], [9.5110, 1.0266, 1.7985], [9.4649, -0.5373, 0.9699], [8.8428, 2.1815, -0.2867], [7.6335, 0.9753, 0.1183], [-1.4062, -5.4249, 6.4878], [-2.3719, -4.8361, 5.4802], [-2.1557, -5.4012, 4.1751], [-2.7326, -6.5861, 3.9452], [-3.3956, -7.1894, 4.7363], [-2.4595, -7.0341, 2.5080], [-1.1736, -6.8477, 2.1485], [-3.2105, -6.3461, 1.6294], [-2.7240, -8.3297, 2.3166], [-0.3761, -5.3042, 6.1469], [-1.5177, -4.9373, 7.4568], [-1.5771, -6.4948, 6.6171], [-2.1982, -3.7640, 5.3858], [-3.4091, -4.9683, 5.7917], [-1.3753, 1.4879, 3.1513], [-2.8734, 1.6885, 3.0686], [-3.5665, 0.6482, 3.7830], [-3.6768, 0.8160, 5.1016], [-3.2459, 1.7504, 5.7126], [-4.4742, -0.3374, 5.7146], [-4.0948, -1.5364, 5.2353], [-5.7882, -0.2241, 5.4586], [-4.3436, -0.3999, 7.0501], [-1.1033, 0.4885, 2.8040], [-0.8526, 2.2279, 2.5431], [-1.0230, 1.5751, 4.1803], [-3.1981, 1.6205, 2.0301], [-3.1689, 2.6731, 3.4343], [-3.3278, 1.6550, 9.0541], [-3.6667, 0.8416, 10.2855], [-3.3299, 1.5616, 11.4849], [-4.2289, 2.4561, 11.9033], [-5.2670, 2.6911, 11.3561], [-3.7611, 3.1039, 13.2084], [-2.4618, 3.4475, 13.1688], [-3.9118, 2.2679, 14.2527], [-4.4472, 4.2160, 13.4963], [-2.2802, 1.9628, 9.0740], [-3.5080, 1.0779, 8.1506], [-3.9269, 2.5660, 9.0072], [-3.0737, -0.0732, 10.2973], [-4.7169, 0.5450, 10.2950], [-9.7507, 12.9262, -0.0429], [-9.5272, 11.4290, 0.0106], [-8.7170, 10.9940, -1.0950], [-7.3975, 11.1360, -0.9458], [-6.8628, 11.5926, 0.0224], [-6.6657, 10.5882, -2.1722], [-7.2365, 10.9709, -3.3254], [-6.6522, 9.2376, -2.1833], [-5.3869, 10.9906, -2.2312], [-10.1717, 13.2161, -1.0075], [-10.4308, 13.2415, 0.7491], [-8.8108, 13.4682, 0.0720], [-10.4813, 10.9103, -0.0821], [-9.0840, 11.1221, 0.9592], [4.3055, -7.2191, -1.2230], [5.0060, -8.2419, -2.0927], [5.3634, -9.4063, -1.3271], [4.3959, -10.3097, -1.1487], [3.2807, -10.2111, -1.5720], [4.9317, -11.5095, -0.3644], [5.6836, -11.1358, 0.6859], [5.7040, -12.2954, -1.1372], [3.9491, -12.2794, 0.1171], [4.9169, -6.9729, -0.3522], [4.1074, -6.3036, -1.7859], [3.3559, -7.6070, -0.8479], [5.9380, -7.8246, -2.4741], [4.3990, -8.5187, -2.9562]]
}

---

# 2
{
  "formula": "C3H10N2",
  "method": "wB97M-V/def2-TZVPD",
  "orbital_gap_ev": [8.502, 4.639],
  "relative_energy_ev": 1.517,
  "molar_mass_g_mol": 74.13,
  "energy_ha": -229.43750,
  "charge": 1,
  "spin_multiplicity": 2,
  "homo_energy_ev": [-13.89, -13.89],
  "symbols": ["C", "C", "H", "H", "H", "H", "H", "H", "N", "C", "N", "H", "H", "H", "H"],
  "positions_angstrom": [[-2.0862, -4.3276, 0.0173], [-1.5924, -3.0033, 0.5943], [-2.1101, -5.0866, 0.7975], [-3.1135, -4.2045, -0.3204], [-1.5236, -4.7252, -0.8245], [-2.0232, -2.8939, 1.5949], [-2.0299, -2.1492, 0.0714], [-0.5263, -2.8639, 0.6195], [2.0408, 1.8812, -0.4839], [1.1974, 2.6448, 0.1624], [0.8574, 3.8882, -0.2210], [1.9879, 0.8783, -0.3268], [2.1373, 2.1292, -1.4665], [0.6489, 2.1758, 0.9718], [1.0691, 4.0503, -1.2122]]
}

---

# 3
{
  "formula": "C36H35N2O5PV",
  "method": "wB97M-V/def2-TZVPD",
  "orbital_gap_ev": [6.193, 6.647],
  "relative_energy_ev": 0.617,
  "molar_mass_g_mol": 657.60,
  "energy_ha": -3163.39799,
  "charge": 2,
  "spin_multiplicity": 2,
  "homo_energy_ev": [-13.84, -13.84],
  "symbols": ["V", "C", "C", "C", "C", "C", "C", "C", "C", "C", "C", "H", "H", "H", "H", "H", "H", "H", "H", "H", "H", "H", "H", "H", "H", "H", "O", "C", "O", "C", "C", "C", "C", "C", "N", "C", "O", "O", "H", "H", "H", "H", "O", "N", "C", "C", "C", "C", "C", "C", "C", "P", "C", "C", "C", "C", "C", "C", "C", "C", "C", "C", "C", "C", "H", "H", "H", "H", "H", "H", "H", "H", "H", "H", "H", "H", "H", "H", "H", "H"],
  "positions_angstrom": [[-3.5640, -17.2141, 3.6053], [-1.4081, -18.0672, 3.7457], [-1.5373, -17.0095, 4.6635], [-2.5174, -17.4123, 5.6608], [-3.0216, -18.6940, 5.2624], [-2.3737, -19.0668, 4.0749], [-2.3811, -20.4498, 3.6162], [-3.8236, -19.5865, 6.1403], [-2.7354, -16.6570, 6.9068], [-0.7243, -15.7622, 4.6995], [-0.2853, -18.1724, 2.7608], [-1.9100, -21.0662, 4.3665], [-1.7992, -20.5538, 2.7028], [-3.3610, -20.8310, 3.3769], [-3.4801, -19.3882, 7.1782], [-3.6852, -20.6286, 5.8653], [-4.8819, -19.3390, 6.1776], [-2.1461, -17.1392, 7.6763], [-3.6991, -16.6698, 7.3524], [-2.3637, -15.6547, 6.8486], [0.0809, -15.9729, 5.4074], [-1.1919, -14.8267, 5.0463], [-0.2552, -15.5716, 3.7533], [0.6024, -18.5083, 3.2606], [-0.0240, -17.1887, 2.3660], [-0.4383, -18.9153, 1.9695], [-2.0458, -13.5574, 2.4254], [-2.6787, -14.6419, 2.7442], [-2.5277, -15.7859, 2.3380], [-3.7241, -14.3024, 3.7878], [-4.1286, -13.0873, 4.3061], [-5.1337, -13.0693, 5.2595], [-5.7521, -14.2782, 5.6762], [-5.2531, -15.4234, 5.1280], [-4.2407, -15.3921, 4.2695], [-5.6904, -16.8015, 5.4361], [-6.3804, -17.0154, 6.4009], [-5.1925, -17.6867, 4.6104], [-1.3354, -13.6496, 1.7616], [-3.6743, -12.1730, 3.9360], [-5.4653, -12.1553, 5.6879], [-6.6055, -14.2930, 6.3448], [-7.1679, -16.2907, 2.0940], [-6.3087, -15.1890, 2.0742], [-5.5292, -15.1701, 1.0360], [-5.4878, -16.1055, -0.1020], [-5.6959, -15.4808, -1.3129], [-5.9043, -16.2534, -2.4604], [-5.7346, -17.6354, -2.3996], [-5.3540, -18.2162, -1.2036], [-5.2476, -17.5158, -0.0142], [-4.7872, -18.4682, 1.4908], [-3.6938, -19.8020, 0.7878], [-4.1266, -21.1133, 0.7552], [-3.2756, -22.1024, 0.2997], [-2.0225, -21.7891, -0.2154], [-1.5599, -20.4942, -0.1458], [-2.3866, -19.4811, 0.3536], [-6.3754, -19.3076, 1.9965], [-6.4239, -19.9742, 3.2480], [-7.6169, -20.2477, 3.8656], [-8.8196, -20.0108, 3.1724], [-8.7854, -19.5518, 1.8573], [-7.5656, -19.1150, 1.3018], [-7.8047, -16.0228, 2.7677], [-4.9724, -14.2584, 0.8874], [-5.8784, -14.4247, -1.2603], [-6.1065, -15.8449, -3.4366], [-5.9746, -18.2589, -3.2673], [-5.2121, -19.3260, -1.2259], [-5.1154, -21.3556, 1.1300], [-3.6140, -23.1406, 0.1588], [-1.4601, -22.5832, -0.7093], [-0.5605, -20.2849, -0.4646], [-2.0554, -18.4297, 0.4123], [-5.5342, -20.1524, 3.8119], [-7.6366, -20.6279, 4.8461], [-9.7800, -20.2609, 3.6395], [-9.6627, -19.4603, 1.2489], [-7.5719, -18.6328, 0.3357]]
}